This record from OMol25 describes a molecular structure, C47H51BCdN11O2S5 in a non-equilibrium geometry. The level of theory is ωB97M-V/def2-TZVPD.

```
118
Properties=species:S:1:pos:R:3
Cd 0.8930 -0.6437 -0.9833
C 2.1832 3.6326 1.8435
C 1.0301 2.8444 2.3492
C 0.7438 2.7075 3.6742
C -0.3870 1.9395 4.0575
N -1.1368 1.3692 3.1652
N -0.8928 1.5091 1.8647
B -2.0642 1.0173 1.0326
N -2.8981 2.2140 0.5531
N -3.3670 3.3048 1.1073
C -3.8954 4.2076 0.3128
C -3.9922 4.0118 -1.0817
C -3.5095 2.8463 -1.6568
C -3.5857 2.5312 -3.1066
C -2.9163 1.9522 -0.7651
S -2.0317 0.4929 -0.8941
C -4.4627 5.4406 0.9854
C -4.2987 5.2906 2.4976
C -3.7212 6.6971 0.5111
C -5.9566 5.5266 0.6434
N -2.8552 -0.0401 1.7572
N -4.1057 0.2521 2.0678
C -4.8844 -0.6413 2.6019
C -4.4203 -1.9599 2.8585
C -3.1250 -2.2725 2.5664
C -2.5219 -3.6079 2.8145
C -2.2837 -1.2617 1.9896
S -0.6854 -1.5542 1.6158
C -6.2507 -0.1103 2.9917
C -6.9056 0.5552 1.7750
C -7.1710 -1.1990 3.5418
C -5.9920 0.9516 4.0711
C 0.1500 2.2488 1.3830
S 0.3127 2.5588 -0.2427
C -0.8189 1.7342 5.4979
C 0.0481 2.5128 6.4883
C -2.2747 2.1955 5.6443
C -0.7233 0.2393 5.8233
H 2.7422 4.0879 2.6564
H 1.8285 4.4104 1.1691
H 2.8302 2.9778 1.2605
H 1.3614 3.1872 4.4165
H -4.4347 4.7643 -1.7179
H -4.1819 3.2771 -3.6280
H -4.0222 1.5416 -3.2445
H -2.5808 2.4975 -3.5290
H -3.2455 5.2095 2.7470
H -4.7937 4.3833 2.8291
H -4.7266 6.1405 3.0223
H -2.6583 6.6112 0.7247
H -4.0993 7.5756 1.0298
H -3.8430 6.8602 -0.5568
H -6.4514 4.5972 0.9197
H -6.1137 5.7004 -0.4183
H -6.4260 6.3389 1.1930
H -5.0753 -2.7098 3.2769
H -3.2512 -4.3238 3.1816
H -1.7179 -3.5089 3.5415
H -2.0607 -3.9721 1.8981
H -7.1642 -0.1878 1.0239
H -6.2204 1.2717 1.3299
H -7.8149 1.0722 2.0752
H -7.3412 -1.9755 2.7987
H -8.1329 -0.7626 3.8029
H -6.7505 -1.6479 4.4390
H -5.3679 1.7405 3.6582
H -5.4702 0.5051 4.9153
H -6.9266 1.3797 4.4268
H -0.0074 3.5849 6.3095
H 1.0868 2.1946 6.4433
H -0.3139 2.3216 7.4957
H -2.3533 3.2669 5.4694
H -2.6304 1.9807 6.6505
H -2.9027 1.6783 4.9254
H 0.3057 -0.1034 5.7370
H -1.3376 -0.3336 5.1346
H -1.0671 0.0593 6.8402
C -0.3765 -8.3304 2.2118
O -0.0739 -7.0955 2.8022
C 1.2290 -6.6657 2.7665
C 2.2879 -7.3605 2.1954
C 3.5639 -6.8291 2.2337
C 3.8089 -5.5758 2.7926
C 2.7330 -4.8883 3.3697
C 1.4715 -5.4306 3.3679
N 5.1114 -5.1210 2.9415
N 5.4973 -3.9617 2.6971
C 4.7677 -3.0324 2.0052
C 4.9100 -1.7020 2.4095
C 4.0855 -0.7051 1.9465
C 3.0529 -0.9523 1.0145
O 2.2279 -0.0505 0.6799
C 3.0136 -2.2971 0.4495
N 2.1556 -2.5232 -0.5556
C 2.1109 -3.6958 -1.1449
C 3.0084 -4.7180 -0.8291
C 3.9105 -4.5140 0.1841
C 3.8866 -3.3113 0.9154
H -1.4367 -8.4976 2.3962
H 0.1978 -9.1488 2.6606
H -0.1957 -8.3110 1.1322
H 2.1346 -8.3181 1.7180
H 4.3800 -7.3742 1.7825
H 2.9099 -3.9277 3.8297
H 0.6461 -4.9071 3.8242
H 5.6348 -1.4910 3.1829
H 4.1758 0.3024 2.3281
H 1.3589 -3.8321 -1.9158
H 2.9945 -5.6364 -1.3959
H 4.6572 -5.2627 0.4041
S -0.7565 -2.0852 -2.3412
C 0.0224 -1.8572 -3.8698
C -0.5072 -2.6698 -4.8823
N -0.9801 -3.3618 -5.6720
C 1.0692 -1.0129 -4.1902
S 1.9175 0.0888 -3.1597
C 1.5453 -1.0163 -5.5116
N 1.9630 -0.9856 -6.5841
```

Results
Max |F| in Eh/bohr: 0.0317
Charge: -1
Frontier orbital gap in eV: 5.2852
ΔE to the lowest compared entry with this formula, charge and spin in eV: 0.955
Molecular weight in g mol⁻¹: 1085.6


This record from OMol25 describes a molecular structure, C47H51CaN5O3STe in a non-equilibrium geometry. The level of theory is ωB97M-V/def2-TZVPD.

```
109
Properties=species:S:1:pos:R:3
Ca 0.7965 1.2799 -0.1541
C 1.8418 6.5237 -5.3282
C 1.6648 5.2760 -4.5028
C 1.6351 4.0102 -5.1036
C 1.4788 2.8153 -4.4062
C 1.3555 1.6108 -5.1792
N 1.7801 0.3679 -4.7619
C 3.0401 0.1824 -4.0848
C 2.9742 -0.9018 -3.0219
C 4.2207 -0.9153 -2.1656
N 4.2342 0.2221 -1.2295
C 5.0037 0.1974 -0.1804
C 4.7914 0.8508 1.0437
C 5.6741 0.5982 2.1291
C 5.3446 0.9057 3.4119
C 6.2641 0.6860 4.5793
C 4.0128 1.3873 3.6251
C 3.1157 1.6271 2.6342
C 1.7181 1.9811 2.9969
N 0.7300 1.9102 2.2103
C -0.5836 2.3191 2.7292
C -1.3559 3.0902 1.6516
C -0.5360 4.1606 0.9220
N 0.1380 3.5851 -0.2598
C 0.6895 4.4102 -1.0585
C 1.2565 4.1423 -2.3819
C 1.4638 5.3147 -3.1467
C 1.3651 2.8513 -2.9671
O 1.2714 1.7683 -2.2802
C 3.5576 1.5328 1.2444
O 2.9042 2.0114 0.2876
H 2.3854 6.3166 -6.2515
H 2.4036 7.2846 -4.7835
H 0.8850 6.9696 -5.6130
H 1.7467 3.9406 -6.1827
H 0.9459 1.6772 -6.1790
H 1.4644 -0.4098 -5.3200
H 3.3095 1.1340 -3.6248
H 3.8403 -0.0541 -4.8062
H 2.8760 -1.8962 -3.4673
H 2.0855 -0.7376 -2.4035
H 5.1208 -0.8492 -2.7863
H 4.2628 -1.8338 -1.5787
H 3.3825 0.7915 -1.1617
H 5.8480 -0.4914 -0.2332
H 6.6315 0.1285 1.9176
H 7.2406 0.3364 4.2432
H 5.8638 -0.0592 5.2712
H 6.4246 1.6032 5.1502
H 3.6813 1.5269 4.6533
H 1.5728 2.2885 4.0421
H -0.4497 2.9327 3.6293
H -1.1330 1.4199 3.0074
H -2.2317 3.5395 2.1246
H -1.7490 2.3872 0.9071
H 0.2169 4.5756 1.6029
H -1.1837 4.9845 0.6131
H 0.6655 5.4798 -0.8088
H 1.4118 6.2710 -2.6336
S -2.8063 0.5389 -1.2900
C -8.3374 -4.5005 0.4035
C -7.0656 -3.6963 0.3516
C -5.8432 -4.2389 0.7138
C -4.6630 -3.4943 0.6463
C -3.3996 -4.1993 1.1040
C -4.6636 -2.1603 0.2073
Te -2.4682 -1.4375 -0.1743
N -0.3408 -0.7725 0.0273
C 0.8074 -1.3326 -0.0436
O 1.9443 -0.6601 0.1272
C 1.0472 -2.7937 -0.3477
C 0.2238 -3.5125 -1.2080
C 0.4676 -4.8572 -1.4645
C 1.5362 -5.5033 -0.8581
C 2.3721 -4.7879 -0.0074
C 2.1351 -3.4414 0.2340
C -2.5227 -0.8849 1.8831
C -3.4642 0.0846 2.2153
C -3.6351 0.4905 3.5297
C -2.8548 -0.0891 4.5254
C -1.9131 -1.0475 4.1877
C -1.7218 -1.4609 2.8649
C -0.6680 -2.5020 2.5853
C -5.9119 -1.5977 -0.1137
C -6.0977 -0.1390 -0.4594
C -7.0728 -2.3690 -0.0488
H -8.1342 -5.5397 0.6651
H -8.8549 -4.4930 -0.5580
H -9.0350 -4.1033 1.1447
H -5.7959 -5.2689 1.0555
H -3.6402 -5.2082 1.4397
H -2.9260 -3.6779 1.9404
H -2.6449 -4.2854 0.3175
H -0.5978 -3.0125 -1.7055
H -0.1801 -5.3998 -2.1424
H 1.7211 -6.5528 -1.0506
H 3.2147 -5.2801 0.4645
H 2.7828 -2.8617 0.8794
H -4.0582 0.5285 1.4257
H -4.3742 1.2431 3.7739
H -2.9809 0.2050 5.5605
H -1.3061 -1.5002 4.9649
H -0.6335 -3.2199 3.4077
H 0.3159 -2.0379 2.4882
H -0.8385 -3.0578 1.6619
H -5.2972 0.2510 -1.0822
H -6.1115 0.4653 0.4528
H -7.0560 0.0150 -0.9594
H -8.0178 -1.9020 -0.3162
```

Results
Max |F| in Eh/bohr: 0.0203
Charge: -1
Expectation value of S²: 0.7773
Frontier orbital gap (alpha / beta) in eV: 4.8080 / 5.8177
Multiplicity: 2
ΔE to the lowest compared entry with this formula, charge and spin in eV: 0.000
Molecular weight in g mol⁻¹: 933.7


This record from OMol25 describes 11 unconnected molecules or ions with the total composition C47H51N11O4 in a non-equilibrium geometry. The level of theory is ωB97M-V/def2-TZVPD.

```
113
Properties=species:S:1:pos:R:3
C 3.0137 3.2280 1.5215
N 2.4161 3.9601 0.2931
O 1.2497 4.2992 0.3555
O 3.1243 4.2003 -0.6783
H 4.0283 2.9120 1.3067
H 2.4113 2.3756 1.8001
H 2.9659 4.0736 2.2567
C 1.1456 3.5103 -3.4663
N 0.5060 2.2118 -3.1317
O 0.8006 1.7809 -2.0333
O -0.2743 1.6877 -3.8675
H 1.0067 4.1335 -2.5881
H 0.7562 3.8564 -4.4138
H 2.2267 3.2744 -3.5631
C -3.0028 -2.7551 5.1475
C -2.1513 -2.4027 4.0618
C -2.6859 -1.9228 2.8924
N -3.9629 -1.7283 2.6960
C -4.7365 -2.0163 3.7259
C -4.3556 -2.4980 4.9903
H -2.4547 -3.0629 6.0414
H -1.1005 -2.5963 4.2493
H -2.0378 -1.6472 2.1007
H -5.7940 -1.8815 3.5051
H -5.1211 -2.7267 5.7116
C -5.8076 -1.4139 -2.5298
C -5.4875 -1.6670 -1.2323
C -4.1618 -1.6571 -0.8928
N -3.2384 -1.2801 -1.7356
C -3.5492 -0.9471 -2.9439
C -4.8230 -1.0296 -3.4434
H -6.8645 -1.4276 -2.8745
H -6.2142 -1.9855 -0.5526
H -3.7838 -1.9556 0.0681
H -2.7500 -0.5917 -3.6283
H -4.9308 -0.8333 -4.5102
C 4.4853 3.0281 5.2102
C 4.3576 1.7175 4.7967
C 5.0378 1.2573 3.6918
N 5.9414 1.9746 3.0361
C 6.0346 3.2247 3.4440
C 5.3776 3.7718 4.4939
H 3.8036 3.4632 5.9564
H 3.7353 0.9658 5.2107
H 4.7354 0.2581 3.2977
H 6.8380 3.8150 2.9807
H 5.5959 4.7848 4.7504
C -3.2337 1.9020 2.2005
C -3.1576 2.0461 3.5581
C -4.2658 1.6567 4.3282
N -5.3442 1.0466 3.7746
C -5.4492 1.0687 2.4410
C -4.3955 1.4526 1.6466
H -2.3573 2.1408 1.5719
H -2.3449 2.5303 4.0227
H -4.2692 1.6703 5.4191
H -6.4238 0.6445 2.1054
H -4.4779 1.4144 0.5585
C -1.8059 3.0969 -0.8471
C -2.0785 4.2975 -0.1537
C -3.1837 4.9920 -0.5107
N -4.0274 4.6261 -1.4529
C -3.6987 3.5348 -2.1537
C -2.6988 2.6722 -1.8270
H -0.9753 2.4837 -0.5454
H -1.2932 4.7504 0.4380
H -3.4567 5.9324 -0.0646
H -4.3294 3.2938 -2.9761
H -2.6479 1.7017 -2.3354
C 1.3827 -5.2405 -1.8878
C 1.4152 -5.9150 -0.6959
C 0.2177 -6.3108 -0.1484
N -0.9639 -6.0853 -0.7477
C -1.0175 -5.4297 -1.8995
C 0.1913 -4.9868 -2.5308
H 2.2848 -5.0280 -2.4605
H 2.3166 -6.0399 -0.0882
H 0.1244 -6.8202 0.7381
H -2.0121 -5.2305 -2.3262
H 0.1522 -4.3374 -3.3851
C 1.4110 -1.4172 -3.3824
C 0.0201 -1.5029 -3.6215
C -0.4701 -2.2201 -4.6754
N 0.3481 -2.7589 -5.5860
C 1.6292 -2.6512 -5.3993
C 2.2297 -2.0561 -4.3372
H 1.7716 -0.8435 -2.5134
H -0.7021 -1.0546 -2.9001
H -1.5277 -2.3210 -4.9059
H 2.2678 -3.0469 -6.2209
H 3.2753 -2.0748 -4.2249
C 5.3779 0.7876 -0.1181
C 4.7011 1.4850 -1.0997
C 4.4742 0.9335 -2.3147
N 4.8392 -0.3194 -2.5836
C 5.3960 -1.0306 -1.6559
C 5.6995 -0.5250 -0.4210
H 5.6524 1.2636 0.8183
H 4.3177 2.4935 -0.8769
H 4.0472 1.4917 -3.1337
H 5.5805 -2.0797 -1.7985
H 6.2096 -1.1549 0.3403
C 0.5675 -2.1191 0.0646
C 1.8650 -2.2305 0.5385
C 2.4966 -1.1584 1.0047
N 1.9964 0.0310 1.0999
C 0.7616 0.1516 0.6974
C -0.0168 -0.8410 0.2048
H 0.0499 -2.9080 -0.4676
H 2.3956 -3.1703 0.2708
H 3.5035 -1.1140 1.3498
H 0.3811 1.1813 0.7351
H -1.0310 -0.4893 -0.1602
```

Results
Max |F| in Eh/bohr: 0.0851
Structure (SMILES): C[N+](=O)[O-].C[N+](=O)[O-].c1ccncc1.c1ccncc1.c1ccncc1.c1ccncc1.c1ccncc1.c1ccncc1.c1ccncc1.c1ccncc1.c1ccncc1
Frontier orbital gap in eV: 9.3076
ΔE to the lowest compared entry with this formula, charge and spin in eV: 0.000
Molecular weight in g mol⁻¹: 834.0


This record from OMol25 describes a molecular structure, C47H52CrF6N4O3 in a non-equilibrium geometry. The level of theory is ωB97M-V/def2-TZVPD.

```
113
Properties=species:S:1:pos:R:3
Cr 1.0992 0.4768 -0.2613
C 0.8228 -4.8051 0.6963
C 1.3897 -3.4943 0.0979
C 2.6606 -3.0029 0.7611
C 3.5750 -3.9444 1.1649
C 4.7494 -3.5622 1.8163
C 5.1019 -2.2245 1.9402
C 4.1970 -1.2249 1.6185
C 4.6419 0.1758 1.8004
C 5.6372 0.3699 2.9703
C 2.8988 -1.5868 1.1057
N 1.8180 -0.7566 1.2895
C 1.4985 -0.3881 2.6094
C 1.0689 1.0393 2.6785
C 0.3421 1.7090 3.6883
C 0.0739 2.9751 3.1694
C 0.6443 3.0358 1.9327
N 1.2607 1.8250 1.5747
H -0.2487 -5.0401 0.4425
H 0.8505 -4.7494 1.7872
H 1.4833 -5.6213 0.3981
H 0.6087 -2.7333 0.1001
H 1.6510 -3.6935 -0.9608
H 3.4094 -4.9900 0.8699
H 5.4350 -4.3208 2.2469
H 6.0939 -2.0462 2.3221
H 3.7514 0.8228 2.0706
H 4.9468 0.7236 0.8811
H 5.4842 -0.3238 3.7755
H 5.6166 1.3473 3.4597
H 6.6829 0.2573 2.6290
H 2.3803 -0.4928 3.2409
H 0.0209 1.3253 4.6647
H -0.4432 3.7829 3.6328
H 0.7820 3.8468 1.2001
C -0.8743 4.6807 -5.3790
C -1.8808 4.5295 -4.1846
C -2.0298 5.9948 -3.6877
C -3.2238 3.8602 -4.5858
C -1.2496 3.6589 -3.0613
C 0.0507 3.9264 -2.6468
C 0.7308 3.0664 -1.8205
N 0.0682 2.0629 -1.1501
C -1.2397 1.8982 -1.3794
C -1.9316 2.6776 -2.3239
C -1.8591 1.0520 -0.4306
C -3.2629 0.8553 -0.5143
C -3.8593 -0.1965 0.1597
C -2.9405 -1.0307 0.8466
C -1.5612 -0.8491 0.8341
N -1.0058 0.2379 0.2365
C -5.3854 -0.3644 0.1031
C -5.7391 -1.5878 -0.7492
C -6.1105 0.8864 -0.5129
C -5.9329 -0.5318 1.5619
H -1.3451 4.7286 -6.3629
H -0.1547 3.8144 -5.4542
H -0.2025 5.5651 -5.2577
H -2.3217 6.7014 -4.5003
H -1.0697 6.3914 -3.2606
H -2.8016 6.0143 -2.8943
H -3.7035 4.4112 -5.3949
H -3.9067 3.9107 -3.7223
H -3.0250 2.8369 -4.8159
H 0.6081 4.7596 -3.1038
H 1.7993 3.1616 -1.6634
H -2.8891 2.3188 -2.6380
H -3.8687 1.5478 -1.0923
H -3.2793 -1.9240 1.3888
H -0.9283 -1.5631 1.4489
H -5.2587 -1.5590 -1.7307
H -6.8348 -1.7137 -0.8171
H -5.3129 -2.4846 -0.2731
H -5.6611 1.1675 -1.4738
H -5.9164 1.8615 0.0164
H -7.1624 0.7637 -0.6232
H -5.6632 -1.5011 2.0243
H -7.0692 -0.4993 1.5971
H -5.5394 0.2299 2.2404
C 0.4541 -2.5383 -3.3559
C 0.0058 -1.2044 -2.7565
O -0.9951 -0.6311 -3.1942
O 0.7360 -0.7790 -1.7421
H 0.3430 -3.3781 -2.6365
H 1.5179 -2.5949 -3.6681
H -0.1174 -2.7973 -4.2234
C 2.9580 1.2734 -3.4025
C 3.6413 0.9437 -2.0323
O 2.8321 1.0043 -0.9100
C 4.8185 2.0396 -1.8894
F 4.2373 3.3262 -1.7717
F 5.5579 1.8104 -0.7751
F 5.6271 2.0511 -3.0201
C 4.3944 -0.4601 -2.1441
F 5.1812 -0.6970 -1.0469
F 5.2366 -0.4598 -3.2780
F 3.4834 -1.4465 -2.2735
H 2.6645 2.3250 -3.3717
H 2.0883 0.6621 -3.6629
H 3.7322 1.1191 -4.1773
C 0.5361 -1.2423 3.2392
C -0.0325 -2.1137 3.9270
C -0.8474 -3.0528 4.6467
C -0.3956 -4.3710 5.0190
C -1.2569 -5.2198 5.6785
C -2.5450 -4.7693 5.9488
C -2.9991 -3.4821 5.6514
C -2.1262 -2.6393 4.9926
H 0.5816 -4.7144 4.7139
H -0.8867 -6.1590 6.0420
H -3.2406 -5.5124 6.4190
H -3.9793 -3.1382 5.9710
H -2.4468 -1.6319 4.7160
```

Results
Max |F| in Eh/bohr: 0.1099
Charge: -2
Expectation value of S²: 6.0386
Frontier orbital gap (alpha / beta) in eV: 3.8188 / 5.5793
Multiplicity: 5
Molecular weight in g mol⁻¹: 886.9